{
  "formula": "C3H8N3",
  "method": "the ωB97M-V functional and the def2-TZVPD basis",
  "species": ["N", "C", "N", "C", "C", "N", "H", "H", "H", "H", "H", "H", "H", "H"],
  "positions_angstrom": [[1.331737, -1.241347, -0.060327], [1.283674, 0.147225, 0.141290], [0.604963, 0.994629, -0.748571], [-0.174125, 0.791314, 0.496533], [-1.448320, 0.231492, 0.421517], [-1.832596, -0.773510, -0.350002], [1.258001, -1.514022, -1.020545], [2.242325, -1.449654, 0.349187], [2.068714, 0.671898, 0.893718], [0.902704, 1.926419, -0.977640], [-0.148430, 1.624787, 1.215766], [-2.152106, 0.637282, 1.160206], [-2.815296, -0.828297, -0.618807], [-1.121241, -1.218221, -0.902327]],
  "atomic_forces_ev_per_a": [[1.204, 1.238, 1.081], [0.105, 2.304, 1.557], [-0.462, -2.046, -0.209], [1.198, 2.214, 0.297], [-0.996, -1.516, -0.016], [0.123, 1.902, 0.640], [0.273, -0.071, -0.578], [-0.373, -1.145, -0.360], [-1.707, -1.695, -1.831], [0.279, 0.323, 0.489], [0.244, -0.535, -0.294], [-0.177, -0.252, -0.639], [0.372, -0.603, 0.387], [-0.082, -0.119, -0.524]],
  "mulliken_charge": [-0.5856, 0.3579, -0.5171, -0.4389, -0.0336, -0.2678, 0.2847, 0.2778, 0.3982, 0.2772, 0.3694, 0.3625, 0.2914, 0.2238],
  "smiles": "N[C@H]1N[C@H]1C=[NH2+]",
  "de_lowest_kj_mol": 267.68,
  "charge": 1,
  "gap_ev": 9.2
}